[1]
# C28H28BiN2Si

A structure of composition C28H28BiN2Si in a non-equilibrium geometry (wB97M-V/def2-TZVPD, the Open Molecules 2025 dataset).

The geometry in XYZ format:
```
60
Properties=species:S:1:pos:R:3
C 0.7053 2.5607 3.6827
C 1.1216 2.9056 2.3687
C -0.0549 3.0922 1.5722
H 2.1371 3.1225 2.0599
C -1.1902 2.8509 2.4112
C -0.7108 2.5276 3.7076
H -1.3251 2.3556 4.5825
H 1.3558 2.4185 4.5366
H -0.0836 3.4887 0.5661
H -2.2253 3.0194 2.1396
Bi 0.0513 0.1948 1.6011
C -0.5905 -0.2366 -0.8709
H -1.5096 0.3306 -0.9483
H -0.6464 -1.3073 -0.6224
H 0.3120 0.1743 -1.3180
Si -0.4816 -1.2029 -3.7179
C 1.2469 -1.0775 -4.3630
C 1.8962 0.1468 -4.1572
H 1.3683 0.9946 -3.7014
C 3.2435 0.2842 -4.5312
H 3.7546 1.2332 -4.3441
C 3.9257 -0.7774 -5.1373
H 4.9761 -0.6660 -5.4256
C 3.2500 -1.9882 -5.3768
H 3.7801 -2.8161 -5.8604
C 1.9113 -2.1458 -5.0001
H 1.3780 -3.0839 -5.1893
C -1.5305 0.1952 -4.3215
C -1.3187 0.8294 -5.5639
H -0.5593 0.4537 -6.2636
C -2.0803 1.9610 -5.8948
H -1.9032 2.4716 -6.8473
C -3.0565 2.4489 -5.0112
H -3.6335 3.3435 -5.2631
C -3.2977 1.7709 -3.8078
H -4.0549 2.1416 -3.1080
C -2.5694 0.6182 -3.4794
H -2.7801 0.0657 -2.5563
H -0.5639 -1.7197 -2.3495
H -1.1343 -2.4119 -4.3301
C -3.4414 -1.1445 4.3274
C -2.8491 -1.8687 5.3678
C -1.4641 -1.9690 5.4008
C -0.6812 -1.4070 4.3865
N -1.2900 -0.7484 3.3340
C -2.6450 -0.5717 3.3548
C 0.7633 -1.4534 4.3769
C 1.5338 -2.0740 5.3724
C 2.9316 -2.0533 5.2969
C 3.5346 -1.3585 4.2512
C 2.7531 -0.7291 3.3047
N 1.3894 -0.8269 3.3238
H -4.5122 -1.0123 4.2608
H -3.4595 -2.3385 6.1361
H -0.9520 -2.4894 6.2162
H -3.0494 0.0435 2.5427
H 1.0153 -2.5654 6.1857
H 3.5221 -2.5712 6.0485
H 4.6140 -1.2954 4.1601
H 3.1731 -0.1334 2.4849
```

Results
Gap between HOMO and LUMO (spin up / spin down) = 0.1962 / 0.1962 Ha
LUMO (spin up / spin down) = -4.6 / -4.6 eV
DFT total energy = -1696.98568 Ha
Max |F| = 4.20 eV/Å
Total charge = +1

Mulliken population analysis, charges in e, atoms 1 to 2: number 1, C, carries -0.395; number 2, C, carries -0.545


[2]
# C28H28BrIN5PdS

A structure of composition C28H28BrIN5PdS (wB97M-V/def2-TZVPD, the Open Molecules 2025 dataset).

The geometry in XYZ format:
```
65
Properties=species:S:1:pos:R:3
Pd -0.2014 0.6732 -0.0167
N -1.6146 -3.2156 1.7021
C -1.0678 -2.0870 1.2948
S -1.7494 -1.1961 0.0233
N 0.0899 -1.7886 2.0289
N 0.6995 -0.7307 1.5840
C 1.8331 -0.3368 2.1920
C 2.3429 -0.8700 3.4360
C 2.8063 0.0308 4.4158
C 3.2909 -0.4346 5.6206
C 3.3692 -1.8051 5.8474
C 2.9435 -2.7075 4.8781
C 2.4113 -2.2524 3.6887
C 2.5563 0.7227 1.4535
C 3.8909 0.9933 1.7253
C 4.5700 1.9359 0.9582
C 3.9006 2.5654 -0.0691
C 2.5760 2.2135 -0.3127
N 1.9190 1.3204 0.4161
H -2.4383 -3.5908 1.2533
H -1.1669 -3.7568 2.4289
H 2.7555 1.0970 4.2345
H 3.6220 0.2613 6.3781
H 3.7741 -2.1714 6.7809
H 3.0316 -3.7699 5.0550
H 2.0998 -2.9585 2.9351
H 4.4088 0.4477 2.4986
H 5.6101 2.1526 1.1590
H 4.3892 3.2952 -0.6986
H 2.0282 2.6636 -1.1311
Br -2.8508 0.2271 -4.2930
C -1.7971 1.7689 -4.5348
C -2.2802 2.7759 -5.3606
C -1.5158 3.9093 -5.5979
C -0.2634 4.0563 -5.0173
C 0.2334 3.0620 -4.1901
C -0.5414 1.9303 -3.9523
I 0.2931 0.4233 -2.7894
H -3.2460 2.6577 -5.8321
H -1.9009 4.6768 -6.2552
H 0.3352 4.9325 -5.2220
H 1.2237 3.1498 -3.7670
C -3.5712 3.8835 3.6587
N -2.2563 3.1885 3.8524
C -1.1156 4.0626 3.4460
C -2.2106 1.8130 3.2069
C -2.5701 1.8264 1.7503
C -3.8445 1.4817 1.3407
C -4.2181 1.5171 -0.0177
C -3.3329 1.9399 -0.9763
C -2.0195 2.3064 -0.5966
C -1.6592 2.1382 0.7295
H -3.5577 4.7963 4.2483
H -4.3687 3.2274 3.9985
H -3.6885 4.1142 2.6043
H -2.1641 3.0166 4.8557
H -1.1393 4.1773 2.3645
H -0.1876 3.5928 3.7631
H -1.2339 5.0296 3.9274
H -2.9209 1.2090 3.7705
H -1.2042 1.4273 3.3809
H -4.5780 1.1787 2.0791
H -5.2304 1.2552 -0.2939
H -3.6363 2.0403 -2.0108
H -1.3661 2.7939 -1.3151
```

Results
Gap between HOMO and LUMO (spin up / spin down) = 0.2693 / 0.1817 Ha
Expectation value of S² = 6.044
LUMO (spin up / spin down) = -8.8 / -11.2 eV
DFT total energy = -4754.26445 Ha
Max |F| = 0.71 eV/Å
Total charge = +3
Spin multiplicity = 5

Mulliken population analysis, charges in e, atoms 1 to 2: number 1, Pd, carries 0.019; number 2, N, carries -0.293


[3]
# C28H28Cl3MnN6O3S5

A structure of composition C28H28Cl3MnN6O3S5 (wB97M-V/def2-TZVPD, the Open Molecules 2025 dataset).

The geometry in XYZ format:
```
74
Properties=species:S:1:pos:R:3
Mn 0.4337 0.2685 0.1844
C 3.2754 3.2970 4.1434
C 3.5934 1.8075 4.2133
N 2.4442 0.9628 3.9332
C 1.9877 0.7398 2.6733
S 0.4149 0.0413 2.5244
N 2.8218 1.0516 1.6929
N 2.2915 0.8516 0.4711
C 2.9936 1.1714 -0.5725
C 4.3836 1.7157 -0.5091
C 2.3187 0.9260 -1.8380
C 2.9271 1.1059 -3.0821
C 2.2199 0.8099 -4.2285
C 0.9231 0.3231 -4.1215
C 0.3892 0.1630 -2.8580
N 1.0524 0.4684 -1.7481
H 4.1919 3.8888 4.2107
H 2.6183 3.5960 4.9634
H 2.7683 3.5297 3.2072
H 3.9652 1.5336 5.2039
H 4.3682 1.5548 3.4925
H 1.7215 0.9157 4.6322
H 4.5904 2.0394 0.5069
H 4.4992 2.5649 -1.1849
H 5.1164 0.9520 -0.7862
H 3.9440 1.4679 -3.1359
H 2.6768 0.9463 -5.2007
H 0.3400 0.0622 -4.9935
H -0.6082 -0.2356 -2.7164
Cl 0.2673 3.9616 -2.1103
C 0.7317 4.4340 -0.4658
Cl 2.4673 4.8016 -0.4418
Cl -0.1676 5.9105 -0.0196
C 0.4384 3.2993 0.6213
O 0.7655 3.5998 1.7540
O -0.0897 2.2685 0.1420
S -3.4833 -5.3722 -0.4874
C -1.9205 -4.7921 -0.3289
S -1.5985 -3.1008 -0.4997
C 0.1035 -3.3399 -0.1269
N 0.3693 -4.5878 0.1021
N -0.7551 -5.3980 -0.0198
C -0.5180 -6.7788 0.2406
C -1.3767 -7.7783 -0.2058
C -1.0868 -9.1067 0.0732
C 0.0469 -9.4550 0.7884
C 0.9042 -8.4530 1.2215
C 0.6321 -7.1231 0.9517
S 1.2693 -2.0911 -0.1405
H -2.2607 -7.5203 -0.7638
H -1.7645 -9.8735 -0.2814
H 0.2635 -10.4939 1.0039
H 1.7984 -8.7033 1.7785
H 1.3002 -6.3424 1.2796
C -3.8636 5.9774 -1.0661
C -3.6524 4.4915 -0.9927
C -3.3158 3.8765 0.2132
C -3.0697 2.5171 0.2777
C -3.1768 1.7586 -0.8790
C -3.4885 2.3512 -2.0927
C -3.7360 3.7139 -2.1428
S -2.8187 0.0179 -0.8897
C -4.1005 -0.5410 0.2316
O -1.5680 -0.2270 -0.1031
H -4.1328 6.3874 -0.0931
H -4.6482 6.2306 -1.7799
H -2.9426 6.4682 -1.3878
H -3.2178 4.4779 1.1088
H -2.7445 2.0598 1.2039
H -3.5364 1.7470 -2.9917
H -3.9793 4.1825 -3.0894
H -3.9309 -0.0820 1.2045
H -4.0018 -1.6236 0.3000
H -5.0739 -0.2679 -0.1741
```

Results
Gap between HOMO and LUMO (spin up / spin down) = 0.2462 / 0.2416 Ha
Expectation value of S² = 0.827
LUMO (spin up / spin down) = 2.2 / 2.2 eV
DFT total energy = -6160.68667 Ha
Max |F| = 0.45 eV/Å
Total charge = -1
Spin multiplicity = 2

Mulliken population analysis, charges in e, atoms 1 to 2: number 1, Mn, carries 0.063; number 2, C, carries -0.754


[4]
# C28H28ClN7SW

A structure of composition C28H28ClN7SW (wB97M-V/def2-TZVPD, the Open Molecules 2025 dataset).

The geometry in XYZ format:
```
66
Properties=species:S:1:pos:R:3
W 0.5281 0.7841 0.2708
C -4.3096 4.8271 2.8425
C -3.2656 4.4884 1.7960
N -2.7377 3.1448 2.0370
C -1.6018 2.6921 1.5241
S -1.0567 1.0851 2.0597
N -0.8449 3.4411 0.7739
N 0.2155 2.8570 0.1897
C 1.4272 2.9583 0.7355
C 1.7021 3.7010 2.0014
C 2.5333 2.6060 -0.1946
C 3.7487 3.2491 -0.3210
C 4.6256 2.7726 -1.2866
C 4.2707 1.6740 -2.0612
C 3.0605 1.0472 -1.8335
N 2.2138 1.5088 -0.9082
H -4.7108 5.8208 2.6554
H -3.8802 4.8185 3.8441
H -5.1423 4.1227 2.8084
H -2.4283 5.1870 1.8255
H -3.6923 4.5310 0.7912
H -3.2679 2.5304 2.6338
H 0.8500 3.6476 2.6743
H 1.8793 4.7567 1.7772
H 2.5883 3.3061 2.4963
H 3.9952 4.1001 0.2972
H 5.5807 3.2568 -1.4384
H 4.9357 1.2951 -2.8234
H 2.7560 0.1632 -2.3773
C -1.8047 0.6656 -3.4263
C -1.0451 1.1895 -2.3959
N -1.1108 0.6857 -1.1558
C -1.9649 -0.3268 -0.9157
C -2.6771 -0.9767 -1.9053
C -2.6046 -0.4436 -3.1925
C -3.4925 -2.1492 -1.5410
C -3.0776 -3.2641 -0.9340
C -1.7164 -3.7656 -0.6240
C -1.6355 -4.7660 0.4169
C -0.3993 -5.1577 0.8512
N 0.6553 -4.8249 0.1071
C 0.5197 -4.0694 -1.1384
N -0.6906 -3.3210 -1.2860
H -1.7421 1.1049 -4.4114
H -0.3648 2.0175 -2.5461
H -2.0561 -0.6595 0.1092
H -3.1600 -0.8983 -4.0026
H -4.5488 -2.0692 -1.7753
H -3.8470 -3.9857 -0.6810
H -2.5272 -5.0767 0.9369
H -0.2316 -5.7128 1.7660
H 0.6269 -4.7350 -2.0100
Cl 2.1339 -0.3706 1.8841
C 2.3540 -1.9455 1.1105
C 2.9226 -3.0027 1.9172
C 2.7391 -4.2647 1.5207
C 2.1039 -4.5776 0.2007
C 1.9044 -3.4119 -0.8118
C 1.7790 -2.0921 -0.0973
C 0.8442 -1.0926 -0.5690
H 3.4302 -2.7543 2.8391
H 3.0999 -5.0884 2.1227
H 2.6443 -5.4054 -0.2677
H 2.6161 -3.3568 -1.6364
H -0.0036 -1.0948 0.2467
H 0.3543 -1.3761 -1.4950
```

Results
Gap between HOMO and LUMO (spin up / spin down) = 0.2097 / 0.1914 Ha
Expectation value of S² = 2.039
LUMO (spin up / spin down) = -6.9 / -7.4 eV
DFT total energy = -2391.89733 Ha
Max |F| = 0.82 eV/Å
Total charge = +2
Spin multiplicity = 3

Mulliken population analysis, charges in e, atoms 1 to 2: number 1, W, carries 0.774; number 2, C, carries -1.325